118
Properties=species:S:1:pos:R:3:mulliken_charge:R:1 method="wB97M-V/def2-TZVPD" energy_ha=-6669.067169 charge=+1 de_lowest_kcal_mol=16.95 homo_energy_ev=-9.23
H -0.3736 2.6950 4.1823 0.291
H -3.6709 0.9898 4.2149 0.282
N -3.4897 -2.4966 1.4198 0.126
H -0.8789 5.5349 -2.1676 0.580
C 4.0822 -0.5647 0.4993 -0.181
N 2.8385 -0.6650 1.0487 0.671
H 0.3436 -6.1962 3.4829 0.353
C -3.3463 -3.6882 0.5725 -0.899
H -2.6038 3.0203 -2.0161 -0.035
H 3.4970 3.2559 -4.8941 0.334
C -3.2618 -2.8049 2.8358 -0.790
C 1.7183 -7.1823 0.6269 -0.473
C 3.5722 4.2185 -2.3481 -1.637
C -0.6685 3.4824 -2.8285 1.677
N -2.0586 1.9072 3.2291 0.801
C -5.2158 1.9382 1.9396 -1.077
H 0.1426 -7.7691 2.6744 0.306
H -5.3807 0.3554 -0.5694 0.296
H -0.5579 -2.0708 -1.8317 0.002
C 1.7970 -5.1278 1.5204 -0.073
H -3.9811 -3.5667 3.1367 0.478
H -3.9085 4.2603 1.4574 0.244
Se 1.4610 -3.6760 2.5792 -0.352
H 1.3883 -8.1997 0.5164 0.442
H -2.6441 4.2214 -3.3250 0.492
H -0.3670 4.7532 -4.5520 0.469
H -2.3429 1.5206 5.2571 0.365
O 2.4211 2.1084 -2.8013 -0.043
C 4.6832 2.0208 -1.8936 -1.253
C 0.7275 -0.3831 5.1102 -1.350
H 0.3724 -1.2497 -4.5765 0.594
H -4.6150 3.6836 -0.0635 0.366
H 4.2640 1.6868 -4.5906 0.355
H -3.4285 -1.9191 3.4442 0.101
O -1.2729 -1.3060 0.4999 -0.474
H -3.2097 -0.7426 -2.6048 0.403
C -1.0335 2.9453 3.3479 -0.943
N 1.2071 -6.3458 1.6019 0.203
H -3.4689 2.7151 4.5935 0.306
N 1.9871 -0.2716 4.5762 0.089
O -1.4994 1.5744 0.7066 0.184
Si 1.2689 1.7968 -1.6803 0.765
C 0.3258 -0.4548 -3.8317 -1.280
C 0.1582 -6.6910 2.5327 -0.838
O 0.9911 0.1288 -1.5447 1.136
P -2.5533 1.4504 1.7262 -0.878
H -6.0515 2.1444 1.2694 0.414
H -0.7180 -0.2478 -3.5960 -0.071
H 3.2694 -6.7535 -0.8839 0.477
H -2.3637 -4.1566 0.6956 0.174
H -2.3856 2.5063 -3.7028 0.310
Ca 0.1799 0.2065 0.6114 0.729
C 0.5168 -2.1630 -1.9940 -1.674
H 3.2262 -3.8792 -1.0125 0.374
H -1.4763 3.9275 3.5390 0.314
H 4.5389 4.7175 -2.4230 0.568
H -0.3403 3.0166 -4.9162 0.316
H -1.1905 -0.4904 4.0378 0.554
O -3.0041 -0.0883 1.9725 -0.107
S 1.6557 2.3990 0.2626 -0.854
H 2.8607 4.7471 -2.9851 0.297
C -2.9852 -0.1490 -1.7150 -0.470
H 6.0151 0.1637 1.3485 0.504
H -0.8120 -6.3614 2.1574 0.237
C 2.5606 -1.1239 -2.9456 -0.758
H -2.8625 3.6021 0.1795 0.057
H 4.5805 0.5968 3.3780 0.184
C 4.1893 2.7190 -4.2440 -1.664
H 3.0270 -0.1959 -3.2650 -0.415
C 2.6377 -6.4776 -0.0585 -0.556
N -3.9735 2.1404 1.1989 0.788
H 5.6547 2.5171 -1.9131 0.639
N 0.5948 -0.2818 2.8796 0.812
N -3.5932 -0.7611 -0.5385 0.484
H -5.3017 2.6050 2.8037 0.269
C -2.9411 1.7810 4.3808 -1.137
H 0.7656 0.4483 -4.2571 0.102
H 4.2803 -0.8633 -0.5143 0.413
C 1.8657 -0.2283 3.2282 -0.712
H -5.4916 -1.2631 -1.2825 0.357
H -0.4368 2.9898 2.4360 0.101
C 3.7036 2.7639 -2.7986 1.572
H 0.7060 -2.9995 -2.6665 0.572
C 2.9568 -0.2253 2.2820 -0.589
H 4.5603 -4.4276 0.0254 0.438
H 0.9927 -2.3629 -1.0290 0.181
C -0.3833 4.6178 -1.8468 -1.083
H -5.2879 0.9060 2.2774 0.261
O -0.1784 2.2391 -2.3179 0.837
H 5.1716 3.1861 -4.3223 0.388
H 3.3631 -3.2658 0.6475 -0.160
N 2.6815 -5.2124 0.4985 0.316
P -2.7188 -1.1756 0.7747 -0.004
H -5.3952 -1.0863 0.4747 0.328
H -3.3751 0.8592 -1.8660 0.409
H 2.8418 -0.3037 5.1037 0.188
C -2.1765 3.2979 -2.9811 -1.461
C -0.0423 3.7763 -4.1912 -1.506
H -2.2490 -3.1824 3.0200 0.200
H -4.1179 -4.4093 0.8428 0.376
H 3.2279 4.2593 -1.3154 0.222
H 4.8099 0.9922 -2.2378 0.203
H 4.3023 2.0125 -0.8734 0.103
H 0.6891 4.8016 -1.7756 0.051
H -0.7373 4.3429 -0.8515 -0.126
C 1.0954 -0.8761 -2.5820 1.794
C -0.1198 -0.3894 4.0446 -0.593
C -5.0471 -0.6807 -0.4719 -1.180
H 1.0427 3.7670 -4.1125 0.112
H 0.5617 -0.4586 6.1702 0.504
H 3.0904 -1.5205 -2.0790 -0.138
H -3.4755 -3.4183 -0.4754 0.351
C 3.5113 -4.1340 0.0095 -0.809
C 4.9647 -0.0585 1.4102 -1.166
C -3.8289 3.5015 0.6705 -0.836
N 4.2342 0.1531 2.5456 0.008
H 2.6271 -1.8516 -3.7548 0.561
H -1.9081 -0.0727 -1.5937 -0.516